[1]
ORCA calculation (ωB97M-V with the def2-TZVPD basis set) on 7 unconnected molecules or ions with the total composition C40H98N6O12.

* E: -76565.1259 eV
* lowest unoccupied orbital energy: 0.024 Ha
* net charge: 0
* Kohn-Sham gap: 8.6011 eV

Each line ends with the Löwdin charge.
CARTESIAN COORDINATES (ANGSTROEM)
C (-3.479, -3.302, -5.406)  -0.037
C (-3.975, -4.470, -4.546)  -0.447
C (-5.057, -5.233, -5.327)  -0.061
C (-2.897, -5.645, -4.317)  -0.107
C (-1.947, -5.628, -3.074)  -0.165
C (-2.751, -5.246, -1.795)  -0.134
C (-3.675, -3.992, -1.950)  -0.392
C (-4.728, -4.206, -0.774)  -0.034
C (-2.837, -2.666, -1.808)  0.002
N (-4.531, -4.052, -3.212)  -0.163
O (-5.570, -3.184, -3.242)  -0.007
H (-4.070, -2.386, -5.428)  0.076
H (-2.482, -2.958, -5.131)  0.058
H (-3.387, -3.564, -6.460)  0.079
H (-5.576, -5.877, -4.617)  0.086
H (-5.805, -4.593, -5.795)  0.078
H (-4.525, -5.720, -6.144)  0.084
H (-3.434, -6.591, -4.239)  0.102
H (-2.218, -5.764, -5.162)  0.110
H (-1.580, -6.614, -2.789)  0.103
H (-1.089, -4.994, -3.294)  0.095
H (-1.962, -5.032, -1.073)  0.092
H (-3.294, -6.137, -1.481)  0.114
H (-5.305, -3.289, -0.648)  0.058
H (-4.340, -4.558, 0.181)  0.078
H (-5.458, -4.921, -1.154)  0.076
H (-3.384, -1.921, -2.386)  0.069
H (-1.880, -2.736, -2.324)  0.061
H (-2.738, -2.351, -0.769)  0.075
H (-6.271, -3.799, -3.015)  0.104
C (1.704, -2.617, -2.858)  -0.063
O (0.336, -2.068, -2.774)  -0.200
C (0.223, -1.018, -3.610)  -0.273
C (-1.225, -0.439, -3.765)  -0.175
N (-1.749, 0.312, -2.578)  -0.031
C (-2.538, 1.535, -2.898)  -0.145
C (-3.971, 1.075, -3.380)  -0.193
O (-4.769, 0.783, -2.244)  -0.229
C (-6.105, 0.433, -2.460)  -0.119
H (1.795, -3.493, -2.215)  0.082
H (2.447, -1.905, -2.498)  0.082
H (2.154, -2.775, -3.838)  0.083
H (0.436, -1.335, -4.631)  0.123
H (0.811, -0.240, -3.124)  0.123
H (-1.890, -1.089, -4.333)  0.078
H (-1.081, 0.350, -4.502)  0.110
H (-2.072, -0.324, -1.863)  0.064
H (-2.224, 2.295, -3.614)  0.112
H (-2.707, 2.102, -1.983)  0.094
H (-3.902, 0.244, -4.083)  0.110
H (-4.524, 1.928, -3.772)  0.115
H (-6.158, -0.329, -3.238)  0.077
H (-6.753, 1.248, -2.785)  0.082
H (-6.603, -0.007, -1.597)  0.086
C (0.026, -7.480, 1.994)  -0.080
O (-0.253, -6.185, 1.447)  -0.214
C (0.659, -5.126, 1.562)  -0.216
C (0.113, -3.910, 0.732)  -0.185
N (0.882, -2.674, 0.886)  -0.062
C (0.475, -1.691, 1.907)  -0.193
C (1.277, -0.396, 1.790)  -0.186
O (1.351, 0.167, 0.444)  -0.192
C (0.272, 0.984, 0.059)  -0.102
H (0.241, -7.295, 3.047)  0.088
H (0.964, -7.835, 1.569)  0.065
H (-0.631, -8.286, 1.668)  0.089
H (1.554, -5.540, 1.099)  0.109
H (0.958, -4.736, 2.535)  0.112
H (-0.922, -3.696, 1.000)  0.104
H (0.049, -4.295, -0.286)  0.100
H (1.105, -2.252, -0.004)  0.081
H (0.623, -2.239, 2.837)  0.120
H (-0.587, -1.540, 1.715)  0.097
H (2.245, -0.769, 2.124)  0.121
H (0.821, 0.203, 2.579)  0.110
H (0.576, 1.846, 0.653)  0.082
H (-0.729, 0.602, 0.262)  0.065
H (0.422, 1.285, -0.978)  0.071
C (8.601, 0.812, 9.375)  -0.112
O (8.516, -0.049, 8.230)  -0.202
C (7.685, 0.512, 7.173)  -0.187
C (8.289, 0.513, 5.661)  -0.178
N (7.298, 0.734, 4.578)  -0.063
C (6.873, 2.171, 4.569)  -0.185
C (5.945, 2.641, 3.423)  -0.245
O (4.781, 1.892, 3.459)  -0.210
C (3.495, 2.467, 3.135)  -0.061
H (8.924, 1.808, 9.069)  0.085
H (9.166, 0.395, 10.208)  0.083
H (7.598, 0.875, 9.797)  0.078
H (7.237, 1.478, 7.404)  0.097
H (6.845, -0.175, 7.069)  0.107
H (8.745, -0.476, 5.599)  0.106
H (9.012, 1.322, 5.557)  0.101
H (6.493, 0.131, 4.668)  0.096
H (7.754, 2.804, 4.463)  0.116
H (6.309, 2.280, 5.496)  0.105
H (6.456, 2.405, 2.490)  0.115
H (5.758, 3.707, 3.289)  0.119
H (3.305, 3.231, 3.889)  0.090
H (2.659, 1.780, 3.006)  0.059
H (3.575, 2.766, 2.090)  0.089
C (-0.564, 3.373, 3.672)  -0.113
O (-1.134, 2.605, 2.630)  -0.212
C (-2.232, 3.360, 2.015)  -0.176
C (-2.947, 2.396, 1.086)  -0.277
N (-3.453, 1.280, 1.744)  -0.031
C (-3.644, 0.056, 0.889)  -0.152
C (-4.414, -1.028, 1.674)  -0.222
O (-3.391, -1.625, 2.468)  -0.202
C (-3.962, -2.768, 3.143)  -0.089
H (0.336, 2.927, 4.097)  0.075
H (-1.268, 3.538, 4.487)  0.089
H (-0.231, 4.331, 3.274)  0.084
H (-1.878, 4.226, 1.456)  0.119
H (-2.965, 3.736, 2.729)  0.122
H (-2.177, 2.099, 0.374)  0.089
H (-3.774, 2.935, 0.624)  0.128
H (-2.688, 1.130, 2.386)  0.097
H (-2.708, -0.338, 0.493)  0.088
H (-4.355, 0.204, 0.076)  0.100
H (-4.841, -1.739, 0.967)  0.090
H (-5.240, -0.609, 2.250)  0.125
H (-4.736, -3.254, 2.549)  0.077
H (-4.436, -2.476, 4.081)  0.080
H (-3.086, -3.353, 3.425)  0.085
C (2.022, 11.790, -3.609)  -0.114
O (1.947, 10.480, -3.106)  -0.196
C (0.568, 10.095, -2.979)  -0.216
C (0.468, 8.657, -2.525)  -0.228
N (1.376, 8.547, -1.432)  -0.066
C (1.835, 7.127, -1.360)  -0.165
C (0.619, 6.190, -1.208)  -0.215
O (0.243, 5.533, -2.401)  -0.205
C (1.052, 4.481, -2.730)  -0.137
H (2.130, 12.468, -2.762)  0.095
H (1.240, 12.010, -4.335)  0.085
H (2.904, 11.842, -4.246)  0.086
H (-0.005, 10.361, -3.868)  0.110
H (-0.017, 10.824, -2.418)  0.120
H (0.712, 7.908, -3.278)  0.120
H (-0.555, 8.483, -2.192)  0.119
H (2.183, 9.135, -1.589)  0.094
H (2.463, 6.924, -0.493)  0.113
H (2.343, 6.918, -2.301)  0.111
H (-0.259, 6.800, -0.995)  0.111
H (0.619, 5.465, -0.395)  0.116
H (0.874, 3.584, -2.137)  0.082
H (2.103, 4.718, -2.896)  0.087
H (0.651, 4.390, -3.739)  0.096
C (4.357, -7.317, 2.139)  -0.168
O (5.601, -7.840, 2.609)  -0.128
H (3.895, -8.176, 1.652)  0.072
H (3.673, -7.184, 2.977)  0.070
H (4.466, -6.482, 1.448)  0.079
H (6.080, -7.144, 3.065)  0.069

=====

[2]
ORCA calculation (ωB97M-V with the def2-TZVPD basis set) on a single C8H9NO2S molecule.

* E: -24854.9456 eV
* lowest unoccupied orbital energy (spin up / spin down): -0.044 / -0.044 Ha
* net charge: 0
* relative energy (zero: lowest compared OMol25 entry of this formula, charge and spin): 711.06 kJ/mol
* Kohn-Sham gap (spin up / spin down): 7.4423 / 7.4415 eV

Each line ends with the Löwdin charge.
CARTESIAN COORDINATES (ANGSTROEM)
C (-2.614, -1.767, -0.839)  0.066
C (-1.404, -1.978, -0.336)  -0.136
C (-0.548, -0.911, 0.211)  -0.146
C (-0.235, 0.213, -0.627)  -0.010
C (-0.172, 1.279, -1.218)  -0.092
C (-0.193, 2.414, -2.057)  -0.120
C (-0.179, -0.807, 1.634)  -0.442
S (0.615, 0.614, 2.271)  0.909
C (2.187, -0.042, 3.088)  -0.342
N (-0.736, -1.679, 2.580)  -0.419
O (-0.508, -1.430, 3.756)  0.026
O (-1.244, -2.688, 2.134)  0.067
H (-3.185, -2.584, -1.254)  0.074
H (-2.987, -0.855, -0.775)  0.021
H (-1.099, -2.989, -0.302)  0.098
H (-0.552, 3.356, -1.515)  0.107
H (0.874, 2.492, -2.643)  0.144
H (-0.849, 2.185, -2.930)  0.086
H (2.499, 0.837, 3.671)  0.023
H (2.998, -0.559, 2.439)  0.073
H (1.926, -0.828, 3.798)  0.013

=====

[3]
ORCA calculation (ωB97M-V with the def2-TZVPD basis set) on 2 unconnected molecules or ions with the total composition CH3NO3S.

* E: -19547.2111 eV
* 2S+1: 3
* lowest unoccupied orbital energy (spin up / spin down): -0.024 / -0.068 Ha
* net charge: 0
* ⟨S²⟩: 2.007
* relative energy (zero: lowest compared OMol25 entry of this formula, charge and spin): 196.67 kJ/mol
* Kohn-Sham gap (spin up / spin down): 5.5329 / 9.2664 eV

Each line ends with the Löwdin charge.
CARTESIAN COORDINATES (ANGSTROEM)
C (-0.830, -0.889, -1.484)  -0.021
N (0.118, -0.794, -0.649)  -0.274
O (-0.074, 1.654, 3.103)  -0.415
O (1.077, 1.985, 0.992)  -0.426
O (0.185, -1.137, 0.529)  0.009
S (1.037, 1.394, 2.260)  0.838
H (-1.726, -1.402, -1.171)  0.062
H (-0.678, -0.491, -2.568)  0.111
H (0.891, -0.320, -1.012)  0.117

=====

[4]
ORCA calculation (ωB97M-V with the def2-TZVPD basis set) on a molecular structure, C34H51BN2OP2PdS.

* E: -74684.6585 eV
* lowest unoccupied orbital energy: 0.009 Ha
* net charge: 0
* relative energy (zero: lowest compared OMol25 entry of this formula, charge and spin): 88.55 kJ/mol
* Kohn-Sham gap: 7.7641 eV

Each line ends with the Löwdin charge.
CARTESIAN COORDINATES (ANGSTROEM)
Pd (-0.032, -0.168, -0.458)  0.503
C (-3.328, 0.399, 2.646)  -0.099
C (-3.410, 0.263, 1.123)  -0.685
C (-4.868, 0.062, 0.684)  -0.092
C (-2.931, 1.587, 0.507)  -0.124
P (-2.219, -1.077, 0.513)  1.130
C (-2.965, -1.567, -1.132)  -0.263
N (-1.868, -2.053, -1.939)  -0.023
B (-0.536, -1.539, -1.784)  -0.645
N (0.292, -2.336, -2.637)  -0.020
C (1.705, -2.049, -2.715)  -0.243
P (1.974, -0.955, -1.223)  1.070
C (3.266, 0.264, -1.816)  -0.674
C (3.859, 1.051, -0.644)  -0.085
C (4.398, -0.382, -2.626)  -0.084
C (2.513, 1.236, -2.738)  -0.100
C (2.657, -2.101, 0.093)  -0.668
C (1.752, -3.337, 0.142)  -0.092
C (4.098, -2.554, -0.141)  -0.085
C (2.550, -1.392, 1.450)  -0.094
C (-0.466, -3.380, -3.155)  -0.160
C (-0.118, -4.440, -3.970)  -0.018
C (-1.112, -5.348, -4.331)  -0.105
C (-2.424, -5.175, -3.911)  -0.104
C (-2.789, -4.091, -3.115)  -0.025
C (-1.804, -3.203, -2.720)  -0.176
C (-2.432, -2.662, 1.502)  -0.675
C (-1.881, -3.820, 0.655)  -0.080
C (-3.880, -3.012, 1.843)  -0.086
C (-1.600, -2.553, 2.784)  -0.090
H (-3.843, 1.319, 2.936)  0.090
H (-2.293, 0.488, 2.984)  0.083
H (-3.803, -0.424, 3.180)  0.063
H (-5.493, 0.796, 1.200)  0.088
H (-5.261, -0.921, 0.919)  0.059
H (-4.993, 0.234, -0.386)  0.076
H (-3.720, 2.336, 0.612)  0.088
H (-2.695, 1.501, -0.560)  0.071
H (-2.023, 1.958, 0.984)  0.049
H (-3.396, -0.664, -1.572)  0.089
H (-3.762, -2.308, -1.060)  0.090
H (1.934, -1.463, -3.609)  0.085
H (2.335, -2.942, -2.733)  0.098
H (4.467, 0.421, 0.005)  0.063
H (3.079, 1.533, -0.055)  0.052
H (4.511, 1.831, -1.047)  0.091
H (5.038, -1.028, -2.031)  0.059
H (5.025, 0.418, -3.028)  0.091
H (4.026, -0.954, -3.477)  0.072
H (1.630, 1.648, -2.249)  0.049
H (2.218, 0.758, -3.675)  0.077
H (3.181, 2.065, -2.988)  0.090
H (1.783, -3.929, -0.774)  0.085
H (0.722, -3.037, 0.328)  0.033
H (2.078, -3.977, 0.966)  0.097
H (4.221, -3.059, -1.101)  0.082
H (4.367, -3.266, 0.644)  0.090
H (4.804, -1.728, -0.086)  0.063
H (1.523, -1.079, 1.650)  0.051
H (3.183, -0.508, 1.511)  0.069
H (2.859, -2.086, 2.237)  0.089
H (0.900, -4.562, -4.317)  0.107
H (-0.857, -6.194, -4.957)  0.097
H (-3.180, -5.887, -4.215)  0.097
H (-3.820, -3.951, -2.815)  0.106
H (-2.573, -4.109, -0.136)  0.078
H (-1.742, -4.690, 1.303)  0.097
H (-0.923, -3.596, 0.185)  0.048
H (-4.510, -3.054, 0.954)  0.072
H (-4.331, -2.325, 2.555)  0.066
H (-3.893, -4.009, 2.294)  0.092
H (-0.550, -2.363, 2.551)  0.069
H (-1.658, -3.496, 3.334)  0.089
H (-1.951, -1.759, 3.444)  0.063
C (-0.384, 8.311, 3.151)  -0.041
C (0.898, 9.104, 3.166)  -0.743
O (0.975, 10.211, 3.629)  -0.006
S (2.385, 8.429, 2.428)  1.019
C (1.933, 6.801, 1.888)  -0.579
C (1.456, 6.596, 0.597)  -0.101
C (1.100, 5.327, 0.176)  -0.031
C (1.216, 4.227, 1.035)  -0.262
C (1.718, 4.443, 2.324)  -0.033
C (2.076, 5.712, 2.743)  -0.107
C (0.831, 2.917, 0.608)  -0.183
C (0.545, 1.799, 0.208)  -0.135
H (-0.922, 8.534, 4.071)  0.087
H (-0.235, 7.242, 3.041)  0.061
H (-0.983, 8.668, 2.311)  0.095
H (1.360, 7.440, -0.074)  0.106
H (0.727, 5.170, -0.827)  0.114
H (1.825, 3.598, 2.991)  0.113
H (2.466, 5.867, 3.741)  0.107

=====

[5]
ORCA calculation (ωB97M-V with the def2-TZVPD basis set) on a gas-phase ion, C2H3N4 (charge +1).

* E: -8068.3516 eV
* lowest unoccupied orbital energy: -0.206 Ha
* net charge: +1
* relative energy (zero: lowest compared OMol25 entry of this formula, charge and spin): 312.20 kJ/mol
* Kohn-Sham gap: 10.4122 eV

Each line ends with the Löwdin charge.
CARTESIAN COORDINATES (ANGSTROEM)
C (-1.004, 0.868, 0.772)  -0.071
N (-1.110, 1.563, -0.249)  0.248
N (-1.079, 0.089, -0.405)  -0.017
N (0.167, -0.406, -0.825)  -0.023
C (1.132, -0.763, 0.159)  0.029
N (1.456, 0.270, -0.439)  0.322
H (-0.957, 0.754, 1.832)  0.140
H (0.107, -0.856, -1.745)  0.208
H (1.288, -1.520, 0.899)  0.164

=====

[6]
ORCA calculation (ωB97M-V with the def2-TZVPD basis set) on a molecular structure, C42H55AsAuBClN4O3S.

* E: -145120.5524 eV
* lowest unoccupied orbital energy: 0.076 Ha
* net charge: -1
* Kohn-Sham gap: 7.0374 eV

Each line ends with the Löwdin charge.
CARTESIAN COORDINATES (ANGSTROEM)
Au (0.762, -0.374, -0.946)  0.879
C (-2.965, 4.426, -4.879)  -0.285
As (-2.094, 3.693, -3.287)  0.600
C (-0.305, 4.417, -3.520)  -0.247
C (-2.925, 4.733, -1.862)  -0.257
S (-2.441, 1.668, -3.150)  0.125
H (-2.973, 5.517, -4.853)  0.026
H (-3.980, 4.043, -4.949)  0.024
H (-2.399, 4.083, -5.745)  0.029
H (0.114, 4.728, -2.566)  0.017
H (-0.358, 5.268, -4.198)  0.028
H (0.325, 3.640, -3.946)  0.038
H (-3.983, 4.476, -1.841)  0.030
H (-2.479, 4.465, -0.906)  0.009
H (-2.801, 5.800, -2.051)  0.030
N (1.968, 5.668, 2.567)  0.167
C (2.561, 5.338, 1.382)  -0.500
O (3.583, 5.883, 1.008)  0.057
C (1.865, 4.293, 0.578)  -0.143
C (2.577, 3.629, -0.418)  0.012
C (1.929, 2.683, -1.193)  -0.136
N (0.641, 2.357, -1.022)  0.037
C (-0.027, 2.981, -0.058)  -0.157
C (0.528, 3.956, 0.752)  -0.017
H (2.460, 6.311, 3.162)  0.106
H (1.267, 5.079, 2.981)  0.082
H (3.619, 3.871, -0.575)  0.119
H (2.444, 2.126, -1.968)  0.094
H (-1.061, 2.672, 0.067)  0.096
H (-0.096, 4.455, 1.481)  0.099
Cl (7.094, -2.640, 1.934)  0.617
C (6.057, -2.116, 0.631)  -0.679
C (6.125, -2.764, -0.592)  -0.114
C (5.296, -2.339, -1.618)  -0.027
C (4.400, -1.294, -1.428)  -0.136
C (4.354, -0.660, -0.194)  -0.036
C (5.186, -1.061, 0.841)  -0.116
C (3.517, -0.840, -2.596)  -0.639
O (3.823, -1.242, -3.718)  0.010
O (2.549, -0.076, -2.284)  -0.207
H (6.820, -3.580, -0.737)  0.097
H (5.331, -2.803, -2.595)  0.115
H (3.659, 0.158, -0.049)  0.090
H (5.164, -0.561, 1.801)  0.092
C (2.209, -3.453, 0.838)  -0.057
C (1.186, -4.594, 0.908)  -0.352
C (0.437, -4.679, 2.240)  -0.062
C (0.309, -4.600, -0.344)  -0.110
C (0.566, -5.671, -1.196)  -0.052
C (-0.054, -5.800, -2.422)  -0.085
C (-0.925, -4.811, -2.816)  -0.058
C (-1.226, -3.712, -2.009)  -0.109
C (-2.126, -2.703, -2.719)  -0.355
C (-3.024, -1.820, -1.866)  -0.096
C (-1.257, -1.820, -3.628)  -0.071
C (-0.634, -3.615, -0.734)  -0.096
N (-1.017, -2.570, 0.176)  0.026
B (-0.584, -1.187, 0.314)  -0.652
N (-1.358, -0.711, 1.468)  0.034
C (-2.208, -1.748, 1.882)  -0.104
C (-2.007, -2.837, 1.122)  -0.101
C (-1.390, 0.512, 2.204)  -0.091
C (-2.510, 1.376, 2.130)  -0.121
C (-2.515, 2.559, 2.871)  -0.070
C (-1.472, 2.923, 3.696)  -0.104
C (-0.405, 2.056, 3.807)  -0.067
C (-0.344, 0.857, 3.099)  -0.103
C (0.889, 0.034, 3.471)  -0.357
C (2.094, 0.422, 2.608)  -0.055
C (0.696, -1.477, 3.513)  -0.062
C (-3.802, 1.203, 1.329)  -0.362
C (-3.715, 0.469, 0.000)  -0.099
C (-4.911, 0.604, 2.208)  -0.059
H (2.828, -3.429, 1.739)  0.082
H (1.731, -2.483, 0.709)  0.022
H (2.865, -3.600, -0.022)  0.083
H (1.764, -5.521, 0.857)  0.113
H (-0.240, -3.849, 2.398)  0.036
H (1.154, -4.700, 3.065)  0.077
H (-0.150, -5.601, 2.279)  0.079
H (1.286, -6.420, -0.888)  0.104
H (0.155, -6.647, -3.063)  0.098
H (-1.396, -4.876, -3.791)  0.110
H (-2.780, -3.299, -3.364)  0.122
H (-2.426, -1.088, -1.334)  0.021
H (-3.601, -2.411, -1.153)  0.086
H (-3.718, -1.277, -2.512)  0.081
H (-0.538, -1.258, -3.029)  0.034
H (-1.886, -1.105, -4.163)  0.045
H (-0.706, -2.421, -4.353)  0.079
H (-2.863, -1.639, 2.730)  0.115
H (-2.500, -3.794, 1.183)  0.128
H (-3.373, 3.218, 2.789)  0.110
H (-1.497, 3.854, 4.251)  0.097
H (0.409, 2.294, 4.484)  0.109
H (1.129, 0.338, 4.495)  0.120
H (1.881, 0.229, 1.556)  0.034
H (2.971, -0.160, 2.900)  0.073
H (2.321, 1.486, 2.722)  0.075
H (0.696, -1.892, 2.513)  0.038
H (-0.243, -1.740, 4.006)  0.087
H (1.515, -1.936, 4.071)  0.086
H (-4.120, 2.223, 1.090)  0.118
H (-3.572, -0.596, 0.145)  0.043
H (-2.898, 0.860, -0.606)  0.010
H (-4.644, 0.614, -0.558)  0.090
H (-4.712, -0.445, 2.425)  0.064
H (-5.868, 0.661, 1.684)  0.077
H (-5.002, 1.142, 3.154)  0.073